{"formula": "CH8NP3", "method": "wB97M-V/def2-TZVPD", "species": ["C", "N", "P", "P", "P", "H", "H", "H", "H", "H", "H", "H", "H"], "coordinates": [[0.398, -0.030, -1.357], [-0.533, -0.679, -0.477], [1.414, 0.541, 1.623], [-1.587, 1.757, 0.794], [-0.652, -0.158, 1.194], [0.356, 1.156, -1.304], [1.480, -0.473, -1.265], [0.189, -0.240, -2.458], [-0.587, -1.702, -0.711], [0.853, 0.843, 2.915], [2.152, -0.602, 2.096], [-0.439, 2.431, 0.720], [-1.997, 1.921, 2.062]], "lowdin_charge": [-0.3217, -0.4764, 0.4396, 0.4745, 0.3415, 0.0815, 0.0781, 0.0749, 0.0801, -0.1631, -0.1732, -0.2322, -0.2037], "lumo_energy_ev": [0.96, -2.83], "relative_energy_ev": 0.037, "s_squared": 2.01, "spin_multiplicity": 3, "total_charge": 0}



{"formula": "CH8NS", "method": "wB97M-V/def2-TZVPD", "species": ["N", "H", "H", "H", "H", "C", "S", "H", "H", "H", "H"], "coordinates": [[0.814, 1.769, -1.517], [-0.206, 1.788, -1.428], [1.264, 2.389, -0.826], [1.105, 0.797, -1.358], [1.102, 2.055, -2.458], [-0.937, -1.842, 1.462], [0.252, -1.137, 0.290], [-1.355, -1.057, 2.090], [-1.721, -2.346, 0.907], [-0.465, -2.551, 2.137], [0.146, 0.136, 0.700]], "lowdin_charge": [0.3134, 0.1554, 0.1702, 0.0872, 0.1646, -0.4476, 0.6302, 0.0396, 0.0305, 0.0362, -0.1799], "lumo_energy_ev": -4.38, "relative_energy_ev": 0.439, "total_charge": 1}



{"formula": "CH8Na6O7", "method": "wB97M-V/def2-TZVPD", "species": ["Na", "Na", "Na", "Na", "Na", "Na", "C", "O", "O", "O", "O", "H", "H", "O", "H", "H", "O", "H", "H", "O", "H", "H"], "coordinates": [[1.758, 0.632, 4.942], [3.293, -0.740, -3.788], [-1.378, -2.288, -3.581], [3.704, 3.972, 0.881], [1.685, 4.121, -3.590], [4.658, -1.679, 1.117], [0.654, 0.179, -0.090], [0.996, 0.876, 0.784], [0.654, 0.594, -1.222], [0.129, -0.926, 0.041], [-1.464, -2.208, 3.784], [-0.908, -2.808, 4.281], [-0.976, -2.040, 2.977], [0.153, -5.326, 0.720], [0.081, -4.413, 0.441], [1.048, -5.577, 0.492], [-2.978, 2.968, 1.339], [-2.346, 2.367, 0.945], [-2.927, 3.758, 0.800], [-2.106, 3.194, -3.689], [-1.868, 2.523, -3.049], [-1.862, 2.818, -4.534]], "lowdin_charge": [0.9467, 0.8205, 0.9437, 0.9045, 0.8708, 0.8792, -1.2817, -0.0247, -0.0653, -0.0201, -0.0370, 0.0295, 0.0115, -0.0347, 0.0099, 0.0257, -0.0389, 0.0132, 0.0289, -0.0318, 0.0221, 0.0278], "lumo_energy_ev": -12.22, "relative_energy_ev": 5.891, "total_charge": 4}



{"formula": "CH8O13V3", "method": "wB97M-V/def2-TZVPD", "species": ["O", "V", "O", "O", "V", "O", "O", "V", "O", "C", "O", "O", "O", "O", "H", "H", "O", "H", "H", "O", "H", "H", "O", "H", "H"], "coordinates": [[-6.018, -2.501, -2.057], [-5.027, -2.102, -0.860], [-5.805, -2.481, 0.520], [1.077, 4.131, 2.471], [0.167, 2.894, 2.654], [-0.478, 2.864, 4.135], [1.047, 0.317, -6.349], [1.438, 0.842, -4.894], [2.682, 1.796, -5.016], [-0.700, -0.039, -0.838], [-1.195, -0.311, -1.887], [-1.201, -0.352, 0.213], [0.335, 0.683, -0.868], [3.092, 0.189, 3.581], [3.715, 0.002, 4.284], [3.284, -0.466, 2.910], [3.256, -3.689, 1.124], [2.357, -3.622, 0.802], [3.799, -3.495, 0.360], [-1.276, 3.789, -4.966], [-1.896, 4.077, -4.296], [-1.283, 4.492, -5.617], [-0.662, -2.660, 4.954], [0.040, -2.253, 5.463], [-0.748, -2.106, 4.179]], "lowdin_charge": [-0.2792, 1.2281, -0.2880, -0.2338, 1.2426, -0.2687, -0.2531, 1.2499, -0.2427, -1.1820, 0.0185, 0.0130, -0.0368, -0.0572, 0.0386, 0.0305, -0.0518, 0.0273, 0.0275, -0.0550, 0.0346, 0.0382, -0.0488, 0.0284, 0.0201], "lumo_energy_ev": -6.74, "relative_energy_ev": 12.217, "total_charge": 1}



{"formula": "CH8O2", "method": "wB97M-V/def2-TZVPD", "species": ["C", "H", "H", "H", "H", "H", "H", "O", "H", "H", "O"], "coordinates": [[-3.247, -1.337, -0.237], [-3.275, -1.104, 0.877], [-3.525, -2.308, -0.259], [-2.440, -0.989, -0.903], [-3.958, -0.697, -0.763], [2.231, -0.623, 0.177], [3.671, -0.131, 0.189], [2.821, 0.023, 0.583], [2.308, 2.923, -0.417], [2.556, 1.703, 0.522], [2.857, 2.540, 0.231]], "lowdin_charge": [-0.1917, 0.0369, -0.0523, -0.0020, -0.0047, -0.0753, -0.0466, -0.3541, -0.0247, -0.0767, -0.2090], "lumo_energy_ev": [3.90, 3.95], "relative_energy_ev": 0.679, "s_squared": 0.75, "spin_multiplicity": 2, "total_charge": -1}



{"formula": "CH8O5", "method": "wB97M-V/def2-TZVPD", "species": ["O", "C", "O", "H", "H", "O", "H", "H", "O", "H", "H", "O", "H", "H"], "coordinates": [[-1.473, 0.967, 0.998], [-1.926, -0.123, 1.199], [-1.410, -1.259, 0.722], [-2.819, -0.313, 1.803], [-0.469, -1.047, 0.651], [1.338, -0.304, 1.136], [1.336, -0.335, 0.161], [0.894, 0.535, 1.287], [2.627, 0.810, -1.637], [3.181, 0.609, -2.401], [1.724, 0.578, -1.873], [0.017, -0.160, -1.551], [-0.650, -0.195, -2.273], [-0.301, 0.630, -1.078]], "lowdin_charge": [0.0553, -0.3835, 0.0733, 0.1424, 0.0559, -0.0399, 0.0147, 0.0375, -0.0640, 0.0411, -0.0218, -0.0614, 0.0954, 0.0551], "lumo_energy_ev": 0.33, "relative_energy_ev": 0.438, "total_charge": 0}



{"formula": "CH8O5", "method": "wB97M-V/def2-TZVPD", "species": ["O", "C", "O", "H", "H", "O", "H", "H", "O", "H", "H", "O", "H", "H"], "coordinates": [[-0.722, 2.720, 2.160], [-1.009, 1.585, 1.989], [-0.504, 0.817, 0.998], [-1.779, 1.049, 2.569], [-0.222, -0.113, 1.133], [-0.826, -2.056, 0.010], [-0.011, -1.881, -0.437], [-0.575, -2.642, 0.735], [2.078, -1.721, -0.654], [2.938, -1.525, -1.053], [1.902, -2.579, -0.992], [-0.301, 2.463, -2.349], [-0.534, 1.625, -2.715], [-0.437, 2.258, -1.393]], "lowdin_charge": [0.0999, -0.3997, 0.0387, 0.1373, 0.0952, -0.0370, -0.0180, 0.0526, -0.0372, 0.0615, 0.0212, -0.0610, 0.0085, 0.0380], "lumo_energy_ev": 0.07, "relative_energy_ev": 1.087, "total_charge": 0}



{"formula": "CH9N2", "method": "wB97M-V/def2-TZVPD", "species": ["N", "H", "H", "H", "H", "C", "N", "H", "H", "H", "H", "H"], "coordinates": [[-0.973, 0.076, 1.749], [-1.057, -0.928, 1.961], [-0.670, 0.557, 2.582], [-0.218, 0.172, 0.287], [-1.925, 0.384, 1.538], [0.903, -0.628, -1.342], [0.224, 0.494, -0.672], [0.218, -1.462, -1.423], [1.808, -0.914, -0.825], [1.183, -0.400, -2.360], [0.788, 1.323, -0.526], [-0.587, 0.761, -1.231]], "lowdin_charge": [0.0400, 0.0776, 0.0633, 0.0839, 0.0712, -0.0397, 0.0902, 0.1002, 0.1004, 0.0964, 0.1584, 0.1581], "lumo_energy_ev": -3.45, "relative_energy_ev": 0.138, "total_charge": 1}



{"formula": "CH9N2O", "method": "wB97M-V/def2-TZVPD", "species": ["O", "H", "H", "H", "N", "C", "N", "H", "H", "H", "H", "H", "H"], "coordinates": [[-2.393, -0.089, -0.215], [-3.020, 0.247, -0.834], [-0.834, -0.158, 0.434], [-2.893, -0.821, 0.108], [0.109, -0.409, 0.808], [1.250, -0.408, -0.124], [1.466, 0.995, -0.492], [-0.096, -1.285, 1.297], [0.291, 0.219, 1.595], [0.967, -0.929, -1.033], [2.129, -0.799, 0.374], [2.411, 1.276, -0.251], [1.388, 1.119, -1.489]], "lowdin_charge": [-0.0039, 0.0706, 0.0948, 0.0628, 0.1636, -0.2069, 0.0349, 0.1717, 0.1715, 0.1357, 0.1347, 0.0882, 0.0822], "lumo_energy_ev": -3.38, "relative_energy_ev": 0.310, "total_charge": 1}



{"formula": "CH9N2O2", "method": "wB97M-V/def2-TZVPD", "species": ["N", "C", "N", "H", "H", "H", "H", "H", "H", "H", "O", "H", "H", "O"], "coordinates": [[0.269, 1.221, -2.443], [-0.448, 0.118, -2.332], [-0.870, -0.325, -1.173], [0.084, 1.962, -1.787], [0.699, 1.462, -3.319], [-0.612, -0.507, -3.198], [-1.547, -1.077, -1.172], [-0.423, 0.065, -0.330], [-0.051, -0.028, 2.235], [-0.397, 1.372, 1.759], [-0.350, 0.451, 1.436], [1.952, -1.322, 3.359], [0.681, -2.011, 3.811], [1.013, -1.380, 3.151]], "lowdin_charge": [0.1864, -0.1598, 0.1986, 0.1389, 0.1346, 0.1586, 0.1468, 0.0868, 0.0272, 0.0749, -0.0740, 0.0603, 0.0687, -0.0481], "lumo_energy_ev": -3.59, "relative_energy_ev": 0.535, "total_charge": 1}



{"formula": "CH9N2O6Y", "method": "wB97M-V/def2-TZVPD", "species": ["Y", "O", "H", "O", "H", "O", "H", "O", "H", "O", "H", "C", "O", "N", "N", "H", "H", "H", "H"], "coordinates": [[-0.953, 0.525, 1.693], [-2.491, 1.206, -1.603], [-2.965, 0.855, -2.381], [0.679, -1.071, 4.553], [0.815, -1.283, 5.497], [-2.646, -2.835, 1.638], [-2.494, -3.749, 1.327], [0.171, 3.907, 1.920], [-0.316, 4.615, 2.384], [-4.235, 1.519, 3.221], [-4.712, 2.335, 3.466], [2.211, -0.854, -2.275], [1.701, -1.101, -1.246], [3.175, -1.468, -2.709], [1.706, 0.003, -3.092], [3.727, -2.062, -2.107], [3.656, -1.089, -3.512], [0.798, 0.341, -2.809], [2.172, 0.205, -3.965]], "lowdin_charge": [1.9347, -0.6215, -0.1812, -0.6432, -0.1842, -0.5926, -0.1812, -0.6148, -0.1604, -0.5712, -0.1702, -0.9269, 0.0685, 0.1785, 0.1817, 0.1353, 0.1156, 0.1256, 0.1072], "lumo_energy_ev": 2.97, "relative_energy_ev": 3.549, "total_charge": -2}



{"formula": "CH9N2Si", "method": "wB97M-V/def2-TZVPD", "species": ["C", "N", "N", "Si", "H", "H", "H", "H", "H", "H", "H", "H", "H"], "coordinates": [[-0.150, -0.646, 1.241], [0.092, 1.121, 0.219], [0.754, -1.434, 0.400], [-0.525, 1.296, -1.394], [-1.194, -0.896, 1.156], [0.233, -0.407, 2.218], [-0.300, 1.741, 0.909], [1.001, -2.344, 0.817], [1.606, -0.873, 0.247], [0.327, -1.581, -0.526], [-1.883, 0.802, -1.599], [-0.385, 2.743, -1.523], [0.425, 0.479, -2.163]], "lowdin_charge": [0.0185, -0.1811, 0.1375, 0.5262, 0.0997, 0.1035, 0.0069, 0.1839, 0.1687, 0.1565, -0.0867, -0.0509, -0.0829], "lumo_energy_ev": -4.42, "relative_energy_ev": 1.497, "total_charge": 1}



What max |F| values result from the calculations? In sequence: 3.7 0.5 10.2 7.1 4.1 1.6 1.7 1.3 2.4 1.4 11.4 5.0 eV/A.